(1)
CF7N4O17PbS5 | ωB97M-V with the def2-TZVPD basis set

```
35
Properties=species:S:1:pos:R:3:lowdin_charge:R:1
Pb 0.09 0.12 -0.04 1.6340
N 1.08 0.63 -2.88 -0.6481
O 1.43 0.83 -4.04 -0.0143
O 0.17 -0.16 -2.66 -0.1151
O 1.51 1.19 -1.91 -0.1018
N 1.30 1.71 2.42 -0.6111
O 0.75 0.63 2.77 -0.0913
O 1.59 1.90 1.21 -0.1504
O 1.76 2.47 3.26 -0.0245
C 4.80 -1.10 -0.32 -0.6521
F 5.96 -1.74 -0.61 0.0907
F 4.84 -0.72 0.92 0.1527
F 4.65 -0.06 -1.16 0.1068
S 3.22 -2.23 -0.52 0.4810
O 2.02 -1.43 -0.37 -0.4474
O 3.40 -2.88 -1.81 -0.3369
O 3.40 -3.12 0.60 -0.3383
N -1.42 -1.74 0.28 -0.4063
S -1.88 -2.47 1.55 0.4692
O -2.06 -3.92 1.55 -0.2921
O -2.52 -1.72 2.64 -0.2900
F -0.33 -2.49 2.13 -0.2396
S -2.85 -2.10 -0.47 0.5579
O -4.11 -2.20 0.25 -0.2769
O -2.74 -2.99 -1.64 -0.2929
F -3.04 -0.70 -1.29 -0.2098
N -1.73 1.70 0.11 -0.3756
S -3.19 2.04 0.34 0.4283
O -4.12 1.91 -0.78 -0.2913
O -3.60 3.07 1.37 -0.3181
F -3.54 0.72 1.19 -0.2027
S -1.52 3.37 -0.32 0.5864
O -0.92 4.23 0.68 -0.2776
O -2.28 4.09 -1.38 -0.2878
F -0.13 3.16 -1.08 -0.2150
```

The value obtained for the total energy is -120241.7176 eV. Its gap between HOMO and LUMO is 8.236 eV. The LUMO energy comes out at 0.2355 Ha. Its spin multiplicity is 1. As for the total charge: -3. As for the HOMO energy: -1.829 eV.



(2)
C14H12BFN2O2S | ωB97M-V with the def2-TZVPD basis set

```
33
Properties=species:S:1:pos:R:3:lowdin_charge:R:1
F -3.79 6.24 2.39 0.0479
S -2.00 0.15 -0.23 0.7377
O 3.05 -5.17 0.28 0.1534
O 2.51 -5.26 -2.17 0.0904
B 2.49 -4.65 -0.90 -0.5143
C -0.66 0.68 0.56 -0.7821
C -3.48 4.10 1.33 0.0044
C -1.72 5.09 2.61 -0.0183
C -2.67 3.00 1.09 -0.0446
C -0.88 4.01 2.32 -0.0165
C 0.52 -0.97 -1.78 -0.0494
C 1.24 -2.37 0.06 0.0494
C 0.88 -1.94 -2.67 -0.0187
C -3.01 5.17 2.10 -0.2613
C 1.71 -3.29 -0.87 -0.0203
C -1.38 2.92 1.58 -0.2457
C 0.64 -1.18 -0.40 -0.2706
C 1.48 -3.11 -2.24 -0.1517
N -0.54 1.85 1.29 0.0622
N 0.46 -0.09 0.50 0.0190
C 2.10 -4.22 -3.03 -0.1354
H 3.57 -5.94 0.04 0.0924
H -4.47 4.13 0.95 0.1104
H -1.34 5.87 3.23 0.1117
H -3.03 2.16 0.50 0.0155
H 0.10 3.91 2.75 0.1033
H -0.02 -0.12 -2.13 0.0889
H 1.32 -2.60 1.11 0.1256
H 0.80 -1.76 -3.72 0.1181
H 0.41 1.95 1.65 0.1431
H 1.30 0.07 1.09 0.1664
H 1.40 -4.74 -3.69 0.1399
H 2.99 -3.86 -3.60 0.1491
```

The value obtained for the total energy is -36019.5133 eV. Its gap between HOMO and LUMO is 8.578 eV. The LUMO energy comes out at 0.0108 Ha. Its spin multiplicity is 1. As for the HOMO energy: -8.284 eV. The structure (SMILES) is OB1OCc2ccc(NC(=S)Nc3ccc(F)cc3)cc21.



(3)
C33H66NO9 | ωB97M-V with the def2-TZVPD basis set

```
109
Properties=species:S:1:pos:R:3:lowdin_charge:R:1
C -2.22 2.30 1.56 -0.0747
C -0.89 1.54 1.56 -0.4695
C -1.26 0.23 0.79 -0.1678
C -0.05 -0.61 0.43 -0.2160
C 0.85 0.29 -0.35 -0.1715
C 1.35 1.55 0.32 -0.5180
N 0.20 2.29 0.89 -0.1987
O 0.46 3.65 1.41 -0.3587
C 2.00 2.48 -0.76 -0.0652
C 2.49 1.29 1.36 -0.0505
C -0.46 1.19 3.07 -0.0417
H -3.04 1.64 1.86 0.0615
H -2.54 2.63 0.57 0.0688
H -2.22 3.20 2.18 0.0692
H -1.83 0.38 -0.12 0.1064
H -1.99 -0.36 1.36 0.0978
H -0.27 -1.51 -0.15 0.0968
H 0.39 -1.06 1.32 0.0996
H 0.40 0.45 -1.34 0.1170
H 1.78 -0.28 -0.36 0.1071
H 1.48 2.70 -1.69 0.0641
H 2.82 1.90 -1.17 0.0554
H 2.36 3.40 -0.30 0.0658
H 3.43 0.99 0.90 0.0631
H 2.13 0.63 2.15 0.0488
H 2.72 2.20 1.92 0.0667
H -1.30 0.87 3.69 0.0507
H -0.20 2.03 3.72 0.0581
H 0.38 0.51 3.17 0.0430
C 3.77 5.65 5.62 -0.0343
C 2.48 5.77 6.39 -0.4433
O 1.92 6.86 6.52 0.0383
C 1.92 4.42 6.98 -0.0221
H 4.53 6.36 5.96 0.0808
H 3.60 5.73 4.55 0.0939
H 4.17 4.64 5.74 0.0679
H 0.88 4.40 7.29 0.0702
H 2.47 4.12 7.87 0.0715
H 2.03 3.66 6.21 0.0732
C 9.94 5.95 -2.87 -0.0210
C 9.14 4.89 -2.17 -0.5491
O 9.61 4.27 -1.28 0.0790
C 7.73 4.61 -2.64 -0.0209
H 10.38 5.35 -3.67 0.0904
H 10.75 6.32 -2.23 0.0857
H 9.20 6.69 -3.16 0.0790
H 7.87 4.03 -3.55 0.0868
H 7.08 5.47 -2.74 0.0839
H 7.25 3.89 -1.97 0.0861
C 2.89 -5.44 2.36 -0.0398
C 2.56 -6.79 1.87 -0.4809
O 3.19 -7.78 2.29 0.0288
C 1.49 -6.90 0.78 -0.0218
H 3.60 -5.42 3.18 0.0874
H 2.00 -4.94 2.73 0.0876
H 3.27 -4.82 1.55 0.0941
H 0.60 -6.50 1.28 0.0813
H 1.16 -7.91 0.56 0.0752
H 1.90 -6.48 -0.14 0.0880
C -2.46 1.81 -5.01 -0.0231
C -3.84 2.42 -4.57 -0.4561
O -4.80 1.66 -4.55 0.0399
C -3.79 3.87 -4.16 -0.0283
H -2.38 1.58 -6.07 0.0708
H -2.07 0.93 -4.50 0.0751
H -1.82 2.68 -4.87 0.0554
H -3.29 3.94 -3.19 0.0989
H -4.82 4.19 -4.07 0.0814
H -3.23 4.46 -4.89 0.0836
C 5.74 -3.87 -6.78 -0.0168
C 5.00 -3.83 -5.41 -0.4658
O 4.86 -4.76 -4.62 0.0403
C 4.51 -2.46 -4.99 -0.0349
H 6.14 -4.85 -7.03 0.0759
H 6.53 -3.13 -6.63 0.0759
H 5.02 -3.50 -7.50 0.0762
H 5.34 -1.78 -4.81 0.0864
H 3.86 -2.55 -4.12 0.0824
H 3.83 -2.12 -5.78 0.0801
C -0.99 -4.16 -4.58 -0.0237
C -1.26 -3.90 -6.05 -0.5066
O -0.32 -3.82 -6.81 0.0558
C -2.69 -3.85 -6.49 -0.0240
H 0.08 -4.16 -4.41 0.0804
H -1.44 -5.14 -4.37 0.0834
H -1.45 -3.44 -3.91 0.0848
H -3.00 -2.82 -6.68 0.0904
H -3.31 -4.39 -5.78 0.0771
H -2.78 -4.38 -7.44 0.0827
C -11.37 0.06 4.50 -0.0169
C -9.81 0.15 4.29 -0.4417
O -8.96 -0.71 4.59 0.0238
C -9.28 1.45 3.75 -0.0385
H -11.84 0.03 3.52 0.0754
H -11.73 1.03 4.83 0.0660
H -11.67 -0.74 5.19 0.0767
H -9.62 1.51 2.71 0.0889
H -8.20 1.50 3.88 0.0872
H -9.71 2.26 4.35 0.0785
C -4.53 -3.28 4.91 -0.0289
C -4.50 -4.39 3.88 -0.4533
O -4.48 -5.61 4.19 0.0074
C -4.50 -3.95 2.44 -0.0298
H -3.98 -2.40 4.61 0.0822
H -4.12 -3.66 5.84 0.0822
H -5.55 -2.92 5.03 0.0894
H -5.07 -3.03 2.40 0.0785
H -5.11 -4.65 1.86 0.0796
H -3.48 -3.92 2.03 0.0921
```

The value obtained for the total energy is -55204.1927 eV. Its gap between HOMO and LUMO is 3.667 eV. The LUMO energy comes out at 0.0680 Ha. Its spin multiplicity is 1. As for the total charge: -1. As for the HOMO energy: -1.816 eV.